No. 1
Molecular formula: C27H23CdCl5IN2O2S
Method: DFT, ωB97M-V/def2-TZVPD

The LUMO energy comes out at -2.512 eV. The calculation puts the relative energy (zero: lowest compared OMol25 entry of this formula, charge and spin) at 2.01 kcal per mole. The frontier orbital gap is 7.9 eV.

```
! wB97M-V def2-TZVPD RIJCOSX def2/J DEFGRID3
* xyz 1 1
I 0.0695 -1.3816 2.8925
Cd 0.3098 0.9099 0.7603
Cl 1.8402 2.2615 -1.1431
Cl 3.0619 -2.9657 -0.8151
Cl 6.5549 0.4814 -3.0965
Cl 5.7831 -2.4222 -2.2448
Cl 4.5643 2.8187 -2.5283
S -2.6605 -0.3707 -0.2487
O 2.2387 0.8062 2.0518
O 1.4623 -0.5837 -0.3890
N -1.3701 0.5002 -0.6294
N 4.1409 -0.3744 1.9975
C 4.1641 1.2135 -2.0622
C -4.5194 0.7011 -3.6385
C 2.5679 -0.3363 -1.0122
C -0.6943 -3.9050 -0.2756
C 1.1641 4.0816 2.0861
C -2.2014 -2.0778 0.0090
C -1.4867 -4.6767 0.5659
C -2.9910 -2.8305 0.8679
C -2.6323 -4.1433 1.1389
C -4.9824 -1.6394 -3.3312
C -3.7559 0.7090 -2.4826
C -4.2168 -1.6482 -2.1740
C -3.6080 -0.4706 -1.7641
C 0.7619 4.6714 0.8999
C 4.7020 -1.1231 -1.9374
C -1.0474 -2.5957 -0.5595
C 2.1313 -1.5906 2.4674
C 0.7376 2.6056 4.0824
C 2.9552 0.9520 -1.4323
C 5.0541 0.1732 -2.3187
C -1.2528 3.3744 0.9197
C 0.3611 3.1416 2.7322
C -0.4469 4.3203 0.3093
C 3.4915 -1.3648 -1.3046
C -5.1340 -0.4698 -4.0608
C -0.8546 2.7830 2.1277
C 2.8227 -0.2767 2.1563
H 2.1088 4.3629 2.5346
H -5.4549 -2.5535 -3.6641
H -1.5375 2.1213 2.6532
H -3.8763 -2.3960 1.3185
H 4.6574 0.4449 1.7169
H 1.8181 2.5959 4.2119
H -0.4011 -1.9790 -1.1716
H 2.5937 -2.0762 3.3232
H 2.1950 -2.2334 1.5915
H -4.0913 -2.5647 -1.6144
H -2.1994 3.0956 0.4768
H -3.2410 -4.7439 1.8012
H 1.3968 5.4099 0.4278
H -0.9594 0.1663 -1.5009
H -3.2655 1.6146 -2.1507
H 4.6216 -1.2565 2.0535
H -4.6350 1.6124 -4.2095
H -1.2047 -5.6989 0.7819
H 0.2056 -4.3203 -0.7098
H 0.3645 1.5926 4.2301
H -0.7579 4.7830 -0.6177
H -5.7307 -0.4705 -4.9630
H 0.3086 3.2355 4.8646
*
```

=====

No. 2
Molecular formula: C4H8NO3
Method: DFT, ωB97M-V/def2-TZVPD

The LUMO energy (spin up / spin down) comes out at 0.705 / -3.605 eV. The calculation puts the relative energy (zero: lowest compared OMol25 entry of this formula, charge and spin) at 30.35 kcal per mole. The frontier orbital gap (spin up / spin down) is 10.4 / 6.0 eV. As for the expectation value of S²: 0.7557.

```
! wB97M-V def2-TZVPD RIJCOSX def2/J DEFGRID3
* xyz 0 2
O 0.4548 -2.3558 -0.3249
O 1.9521 -1.5920 -1.8469
O 0.5443 -0.2871 2.3539
N -1.3248 1.4262 -0.1508
C 0.9734 -1.5402 -1.0561
C 0.1635 -0.1693 -1.2093
C 0.4810 0.5905 1.2287
C -0.5396 0.2335 0.0689
H 1.4846 0.4914 0.7727
H -1.8865 1.4837 -0.9884
H 0.4190 1.6345 1.5373
H -0.6012 -0.4171 -1.9559
H -1.8941 1.5812 0.6685
H 0.7115 0.6601 -1.6475
H 0.1013 -1.0917 2.0660
H -1.0395 -0.6477 0.4837
*
```

=====

No. 3
Molecular formula: C38H32AsN3O13P2Sr
Method: DFT, ωB97M-V/def2-TZVPD

The LUMO energy comes out at 3.667 eV. The calculation puts the relative energy (zero: lowest compared OMol25 entry of this formula, charge and spin) at 19.80 kcal per mole. The frontier orbital gap is 7.2 eV.

```
! wB97M-V def2-TZVPD RIJCOSX def2/J DEFGRID3
* xyz -2 1
Sr 0.5287 -0.2238 2.1451
As -1.0714 0.8443 -0.2803
P 2.7289 -1.3735 3.3411
P -0.2466 -1.5288 4.6290
O 0.5041 -2.9859 4.6302
O -1.0645 -1.3953 3.3542
O 2.4319 1.0747 1.4283
O 0.0327 -2.6084 -6.1318
O 1.8392 -1.2833 -6.4174
O 3.4543 2.7228 2.5194
O 3.8827 -0.4009 3.0032
O 0.9964 1.0789 3.9362
O 1.7774 4.3486 0.6627
O 3.3090 -2.4670 4.3160
O 0.3475 2.6840 1.2045
O 2.0307 -1.9928 2.1639
O -0.9320 -1.3594 5.9302
N 1.2282 -1.3665 -1.4317
N -0.7246 -2.6022 0.1708
N 4.1133 -0.3668 -1.0509
C -0.4356 -3.0707 -1.0400
C 3.0624 0.1989 -1.6451
C 2.9133 1.5766 -1.7713
C 0.2190 3.5693 -3.9151
C -3.2661 -0.9566 -0.1097
C -2.4085 2.1749 1.9528
C -2.7779 -0.5298 -2.3993
C -0.6142 1.9937 -1.7651
C -4.5307 -2.0802 -1.8172
C 1.0971 -1.7242 -4.2175
C -1.3298 -3.4243 1.0290
C -3.7811 -1.4241 -2.7753
C 4.9833 1.8257 -0.6233
C -3.4827 2.5152 -0.1524
C -0.0598 4.1478 -2.6834
C 5.0383 0.4439 -0.5433
C 2.5979 2.3507 1.7349
C 1.3903 -0.3197 4.4745
C -0.4762 3.3700 -1.6116
C -4.4677 3.4147 1.8491
C 0.0882 2.1969 -4.0754
C -2.4848 -0.2995 -1.0628
C -3.4180 2.8854 2.5887
C -2.4328 1.9716 0.5785
C 0.2325 -2.3864 -3.3560
C -0.3249 1.4191 -3.0008
C 1.4799 3.2461 1.1185
C -1.4599 -5.1872 -0.5630
C 3.8937 2.4037 -1.2552
C 0.9816 -1.8933 -5.7498
C -4.2778 -1.8271 -0.4704
C -4.4923 3.2343 0.4739
C 2.0637 -0.9122 -3.6352
C -0.8038 -4.3571 -1.4487
C 2.0686 -0.7412 -2.2556
C -1.7179 -4.7157 0.7177
C 0.3556 -2.2173 -1.9809
C 1.9947 -0.1210 5.8379
H -1.5270 -3.0117 2.0104
H 0.3270 1.7167 -5.0169
H 2.7792 -0.4076 -4.2711
H 0.5538 4.1831 -4.7428
H -4.8587 -2.3210 0.2992
H 0.0704 5.2132 -2.5379
H -3.9538 -1.6063 -3.8290
H -0.0183 -3.5582 5.2080
H 3.4802 0.2978 2.2673
H -1.7493 -6.1872 -0.8625
H -0.3706 0.3494 -3.1406
H 3.7887 3.4792 -1.3197
H -5.3030 3.6468 -0.1151
H -3.3755 3.0282 3.6611
H 1.3482 0.5622 6.3869
H -0.5430 -4.6995 -2.4389
H -0.6252 3.8280 -0.6417
H -3.5248 2.3761 -1.2278
H 2.6167 -3.1221 4.5140
H -2.2122 -5.3248 1.4632
H -1.5915 1.8097 2.5618
H 2.0519 -1.0662 6.3775
H -5.3022 -2.7830 -2.1083
H 1.7950 1.2613 3.3726
H 2.9956 0.3060 5.7447
H -3.0696 -0.8244 0.9517
H 5.8695 -0.0434 -0.0421
H 5.7618 2.4295 -0.1760
H -5.2589 3.9677 2.3412
H -2.2383 -0.0278 -3.1909
H 2.0341 1.9863 -2.2548
H -0.5337 -3.0081 -3.7985
*
```

=====

Please write out number 2 again, unchanged.
Molecular formula: C4H8NO3
Method: DFT, ωB97M-V/def2-TZVPD

The LUMO energy (spin up / spin down) comes out at 0.705 / -3.605 eV. The calculation puts the relative energy (zero: lowest compared OMol25 entry of this formula, charge and spin) at 30.35 kcal per mole. The frontier orbital gap (spin up / spin down) is 10.4 / 6.0 eV. As for the expectation value of S²: 0.7557.

```
! wB97M-V def2-TZVPD RIJCOSX def2/J DEFGRID3
* xyz 0 2
O 0.4548 -2.3558 -0.3249
O 1.9521 -1.5920 -1.8469
O 0.5443 -0.2871 2.3539
N -1.3248 1.4262 -0.1508
C 0.9734 -1.5402 -1.0561
C 0.1635 -0.1693 -1.2093
C 0.4810 0.5905 1.2287
C -0.5396 0.2335 0.0689
H 1.4846 0.4914 0.7727
H -1.8865 1.4837 -0.9884
H 0.4190 1.6345 1.5373
H -0.6012 -0.4171 -1.9559
H -1.8941 1.5812 0.6685
H 0.7115 0.6601 -1.6475
H 0.1013 -1.0917 2.0660
H -1.0395 -0.6477 0.4837
*
```

=====

Number 3 is which compound? C38H32AsN3O13P2Sr

=====

Among the records above, which one has the highest relative energy (zero: lowest compared OMol25 entry of this formula, charge and spin)? C4H8NO3